Below is 2 unconnected molecules or ions with the total composition C12H17N at a distorted geometry, with properties calculated with ωB97M-V with the def2-TZVPD basis set.

Last column: natural (NBO) charge in e.
Cartesian coordinates (Å):
C: -2.12 0.50 2.33  -0.561
C: -1.13 1.23 1.37  -0.418
C: -1.32 1.01 -0.02  -0.089
C: -1.93 1.90 -0.95  -0.028
N: -2.01 1.27 -2.16  -0.547
C: -1.28 0.09 -2.10  0.196
C: -1.10 -0.87 -3.02  -0.265
C: -0.42 -2.01 -2.61  -0.209
C: 0.04 -2.24 -1.24  -0.229
C: -0.14 -1.26 -0.35  -0.199
C: -0.88 -0.11 -0.75  -0.115
H: -2.16 -0.26 1.75  0.199
H: -3.11 1.14 2.38  0.189
H: -1.72 0.35 3.25  0.197
H: -1.00 2.25 1.69  0.205
H: -0.25 0.84 1.71  0.200
H: -2.11 2.92 -0.73  0.214
H: -2.69 1.57 -2.88  0.418
H: -1.43 -0.78 -4.01  0.213
H: -0.15 -2.84 -3.24  0.208
H: 0.46 -3.17 -1.01  0.209
H: 0.46 -1.24 0.61  0.215
C: 2.82 0.40 0.80  -0.607
C: 3.71 -0.48 1.69  -0.610
H: 3.39 1.29 0.60  0.200
H: 2.61 -0.07 -0.13  0.209
H: 1.79 0.72 1.22  0.198
H: 3.97 -0.02 2.65  0.202
H: 4.65 -0.79 1.21  0.209
H: 3.04 -1.33 1.95  0.197

Results
ΔE to the lowest compared entry with this formula, charge and spin	2.4391	eV
molar mass	175.28	g/mol
energy	-522.13064	a.u.
SMILES	CCc1c[nH]c2ccccc12.CC